(1)
15
Properties=species:S:1:pos:R:3:forces:R:3:mulliken_charge:R:1 method="wB97M-V/def2-TZVPD" de_lowest_ev=3.817 homo_energy_ev=-8.3937 e_lumo_ev=1.1
N 2.2172 -0.2436 -0.7244 0.972 -0.694 1.799 -0.68
N 0.8128 -0.1545 -0.6270 2.005 0.542 0.245 0.12
N -1.7868 0.2269 -0.6845 1.182 -0.516 1.035 -0.33
N -0.9894 1.2778 -0.0889 0.438 -0.662 0.482 -0.54
C 0.2508 0.9370 0.0365 -1.074 1.381 -0.673 0.11
C -2.0310 -0.8009 0.3653 -2.697 -0.144 -0.803 -0.74
C 2.9413 -0.0186 0.3371 -4.412 0.799 -1.029 -0.25
H 0.4670 -0.3884 -1.5545 -0.629 0.337 0.515 0.31
H 0.8980 1.6688 0.6171 -0.665 -1.219 -0.988 0.37
H -2.3701 -0.4218 1.3764 0.727 -0.008 -1.045 0.26
H 3.9542 -0.2773 0.3097 1.344 0.075 -0.039 0.31
H -2.9364 -1.4225 -0.0061 1.639 0.707 0.489 0.30
H -2.6628 0.5900 -0.9824 -0.504 0.799 0.043 0.30
H 2.3897 0.4343 1.2145 1.261 -0.831 -0.455 0.19
H -1.1546 -1.4072 0.4112 0.413 -0.568 0.422 0.29

(2)
86
Properties=species:S:1:pos:R:3:forces:R:3:mulliken_spin:R:1 method="wB97M-V/def2-TZVPD" spin_multiplicity=3 homo_energy_ev="-10.0375 / -10.0816" e_lumo_ev="-0.6 / -0.7" s2=2.00
Ni 33.2844 12.3788 -14.4657 0.570 0.210 -0.074 1.76
S 33.9998 14.6945 -15.3717 1.341 0.234 -0.350 -0.01
S 32.7598 11.5414 -17.7211 0.084 0.385 0.089 0.01
S 35.0432 9.8346 -12.8922 -0.563 1.889 0.200 0.02
S 32.5193 14.1093 -11.7062 0.250 0.583 -0.217 0.01
O 40.3419 16.0777 -11.9669 -0.771 -0.169 -0.390 0.00
O 30.2827 19.6316 -19.3670 0.992 -1.620 1.210 0.00
O 32.6851 14.0480 -15.2295 -3.361 0.565 -0.236 0.07
O 39.2490 17.3860 -13.3784 0.343 0.870 -1.223 0.00
O 34.2797 15.0494 -16.7530 -0.193 -0.072 -0.748 0.00
O 29.3183 19.7935 -14.6750 1.716 -1.502 0.113 0.00
O 34.8325 13.5369 -14.9187 1.670 -0.171 0.156 0.07
O 38.7802 13.4285 -17.1521 1.363 -2.131 -0.839 0.00
O 34.7370 20.1238 -18.3196 -0.808 -0.359 0.063 0.00
O 30.9700 18.0852 -17.8097 0.048 0.112 -0.029 0.00
O 38.4826 15.4762 -16.5710 0.259 1.011 0.640 0.00
O 33.2833 13.1125 -12.5602 -0.313 -0.001 1.334 0.01
O 38.1860 15.7001 -12.4956 -1.197 -0.874 1.041 0.00
O 31.5552 17.9053 -19.9475 0.874 -0.653 0.036 0.00
O 34.3140 10.9370 -13.6517 0.684 -1.995 0.361 0.02
O 36.3396 18.7110 -17.8046 0.683 -0.230 -0.117 0.00
O 31.4094 19.1821 -14.0974 0.382 0.774 0.160 0.00
O 33.0639 11.4793 -16.2348 -0.162 -0.475 -0.595 0.02
O 34.1486 15.8541 -14.5161 -0.064 0.479 0.620 0.01
O 30.0416 17.6677 -14.9341 -0.283 -0.705 0.368 0.00
O 36.2738 19.6268 -19.8834 -0.396 -0.329 1.725 0.00
O 40.5881 14.6347 -16.5219 -1.889 -0.384 0.057 0.00
C 33.7535 8.9210 -11.9643 1.105 0.920 0.490 0.00
C 31.1352 16.9036 -14.4330 1.773 0.568 -1.728 0.00
C 37.1396 16.3902 -13.1669 0.523 -0.050 -1.548 0.00
C 32.1069 16.7544 -19.3304 0.104 -1.158 0.705 0.00
C 37.1854 14.9494 -16.7535 -1.189 0.739 0.082 0.01
C 31.7492 13.0384 -18.0560 0.341 0.007 0.156 0.00
C 34.3168 12.0859 -18.5313 -0.174 0.422 0.445 0.00
C 37.4115 13.5978 -17.3982 -0.417 1.051 1.470 0.00
C 37.9325 17.5103 -13.8486 -1.393 0.522 0.487 0.00
C 32.1738 18.0078 -14.1805 0.329 -0.707 1.684 0.00
C 35.8323 19.4817 -18.7661 0.389 0.705 -1.895 0.00
C 30.8889 18.6334 -19.0399 -1.344 1.906 -0.902 0.00
C 35.7846 10.8304 -11.5046 -0.442 -0.651 0.179 0.00
C 30.1977 18.9579 -14.5811 -2.779 1.713 -0.406 0.00
C 31.7018 16.8366 -17.8649 -0.835 0.720 0.532 0.00
C 39.3970 14.5068 -16.6906 1.684 0.960 -0.560 0.00
C 39.3463 16.3588 -12.5763 1.595 -0.674 1.430 0.00
C 35.3682 18.5216 -16.7765 0.201 -0.955 -0.557 0.00
C 32.3128 13.4708 -10.0034 -0.142 0.088 0.068 0.00
C 34.3759 19.6542 -17.0082 0.789 0.411 0.252 0.00
C 33.6724 15.5008 -11.4284 -0.086 0.033 -0.227 0.00
H 36.6501 14.9027 -15.8073 0.244 -0.084 0.044 0.01
H 32.4607 13.8629 -18.0915 -0.240 0.170 -0.215 0.00
H 33.3607 19.2634 -16.9673 -0.132 0.431 -0.213 0.00
H 33.1916 16.6456 -19.3386 0.053 0.538 -0.772 0.00
H 35.9179 18.4198 -15.8431 -0.354 0.443 0.173 0.00
H 36.6961 15.7423 -13.9214 0.010 -0.241 0.279 0.00
H 32.9688 18.1011 -14.9183 -0.253 -0.123 -0.202 0.00
H 32.5061 16.8779 -17.1313 0.260 0.077 -0.325 0.00
H 37.1211 13.7632 -18.4350 0.429 -1.140 -0.251 0.00
H 31.0342 16.0393 -17.5371 -0.101 0.013 -0.143 0.00
H 34.9150 17.5540 -17.0052 -0.184 -0.073 0.360 0.00
H 36.3067 16.8146 -12.6061 0.388 -0.406 0.867 0.00
H 31.7487 12.5413 -10.0766 0.298 -0.157 -0.167 0.00
H 34.6409 13.0217 -18.0725 -0.215 0.035 0.199 0.00
H 33.0808 9.6759 -11.5588 -0.278 -0.104 -0.298 0.00
H 31.0109 13.2606 -17.2861 0.366 -0.456 0.440 0.00
H 34.7031 15.2377 -11.6657 -0.052 -0.634 0.419 0.00
H 33.1904 13.3796 -9.3641 0.320 -0.204 -0.497 0.00
H 32.6399 17.8411 -13.2098 0.242 0.240 -0.077 0.00
H 36.4371 11.6080 -11.8972 -0.087 -0.219 -0.447 0.00
H 36.3488 10.2071 -10.8103 0.031 -0.206 -0.205 0.00
H 36.6050 15.5792 -17.4249 0.210 0.298 0.197 0.00
H 35.0964 11.3434 -18.3693 -0.283 -0.240 0.032 0.00
H 30.9116 16.2037 -13.6303 -0.340 0.419 0.195 0.00
H 36.9237 12.8373 -16.7911 -0.512 -0.217 -0.801 0.00
H 34.5284 20.5086 -16.3501 -0.298 -0.150 0.239 0.00
H 33.5414 15.9067 -10.4265 0.058 -0.093 -0.002 0.00
H 31.6567 15.8600 -19.7604 0.111 0.094 -0.336 0.00
H 37.8257 17.3902 -14.9246 0.529 0.580 -0.040 0.00
H 33.2926 8.1547 -12.5805 0.017 0.149 -0.008 0.00
H 34.9812 11.3125 -10.9476 -0.182 -0.044 -0.229 0.00
H 34.1863 12.2668 -19.5979 -0.325 -0.243 0.002 0.00
H 31.6414 14.1355 -9.4559 -0.035 0.370 -0.398 0.00
H 37.5650 18.4357 -13.4038 -0.022 0.397 -0.898 0.00
H 31.1510 12.8771 -18.9526 0.499 -0.033 -0.329 0.00
H 31.6353 16.3643 -15.2352 -0.869 -0.656 -0.041 0.00
H 34.3005 8.5174 -11.1105 -0.126 -0.446 -0.090 0.00
H 33.4798 16.2613 -12.1820 -0.467 -0.096 0.024 0.00

(3)
22
Properties=species:S:1:pos:R:3:forces:R:3:mulliken_spin:R:1 method="wB97M-V/def2-TZVPD" charge=+2 spin_multiplicity=3 de_lowest_ev=1.195 homo_energy_ev="-14.4636 / -18.6776" e_lumo_ev="-9.3 / -11.5" s2=2.02
N 1.5525 -1.1932 -0.5711 -0.109 -1.089 0.746 -0.01
N 3.2708 0.1155 0.1612 2.238 2.564 1.388 0.16
N 1.1360 0.9655 -0.0982 2.371 1.656 -0.871 0.18
C 2.8640 -1.0706 -0.0973 -2.272 -2.204 -1.301 0.25
C -2.2008 -1.2571 0.7179 0.112 -0.962 -1.418 0.01
C -1.7966 -0.4634 -0.4567 -0.064 -0.483 -1.834 0.14
C 0.6394 -0.2236 -0.2892 1.966 -1.464 -0.614 1.16
C -2.2055 0.9864 -0.5275 -1.773 -1.264 0.409 0.02
C 2.6050 1.3572 0.0808 -3.457 -0.960 0.973 0.04
H -3.2342 -1.7082 0.5408 0.920 0.309 -0.360 0.02
H 3.4983 -1.9510 0.0128 -0.180 0.323 -0.325 0.02
H -1.2597 -1.0481 -1.3863 -1.654 1.709 2.154 -0.01
H -2.3763 -0.6364 1.5486 -0.012 0.781 1.251 0.00
H 1.2202 -2.0397 -1.0607 0.753 0.438 0.604 -0.01
H -1.5324 -2.1090 0.9334 -0.364 0.318 -0.127 0.01
H -2.4252 1.3556 0.4784 0.378 -0.012 0.059 0.00
H -1.5618 1.6351 -1.0615 0.700 0.461 -0.753 0.00
H 3.0255 1.9605 -0.6868 0.014 0.547 -0.910 0.01
H 0.6558 1.6737 0.2918 -2.729 2.452 1.638 -0.02
H 4.1690 0.3983 0.5015 1.214 -1.495 0.129 -0.01
H 2.5831 1.9189 1.0658 0.387 -0.752 -1.058 0.01
H -3.2664 1.1566 -0.9891 1.560 -0.872 0.221 0.02

(4)
119
Properties=species:S:1:pos:R:3:forces:R:3:mulliken_charge:R:1 method="wB97M-V/def2-TZVPD" charge=-2 de_lowest_ev=0.000 homo_energy_ev=-3.0822 e_lumo_ev=3.5
Bi 0.4955 -0.0365 0.4739 0.221 -0.290 -0.391 0.21
Sb -0.6589 0.4337 -3.3881 0.133 0.036 0.194 0.00
Sb -2.7754 -0.9942 -0.6956 0.079 -0.068 -0.107 0.65
Se 1.3430 1.4147 2.7880 0.050 0.199 -0.081 -0.83
Se -0.9220 2.6148 0.0289 0.156 0.013 0.183 -0.40
As 3.3905 -1.2424 1.3585 -0.404 0.196 0.152 1.36
P 0.0308 2.9571 1.9535 -0.038 -0.062 0.038 0.50
O 3.1382 -1.9304 -3.7834 0.035 0.097 0.091 -0.77
O -2.2509 -6.2295 3.3382 0.004 0.114 0.159 -0.74
O 2.3106 1.2800 -0.4282 -0.196 -0.125 -0.037 -0.08
O 4.6915 2.1921 -1.9559 -0.051 -0.113 -0.024 -0.71
O -1.3109 -0.1677 2.1214 0.211 0.073 -0.109 0.70
O -0.2774 -7.1405 2.7279 0.158 0.042 0.109 -0.77
O 1.4977 -1.2450 -1.4043 -0.151 0.004 0.233 0.38
O -1.7613 -1.0578 4.1275 -0.048 0.079 0.120 -0.80
O 5.3071 0.0870 -3.9425 -0.165 0.022 0.074 -0.66
N 0.1279 -2.3330 1.4608 -0.026 0.052 -0.106 1.95
C -5.0041 0.9703 2.5065 -0.048 -0.032 0.026 -0.23
C -3.5039 3.6528 4.8200 0.007 0.057 -0.003 -0.63
C -1.5596 2.3833 4.1897 -0.028 -0.082 -0.074 -0.06
C -5.3248 -1.3784 1.0637 -0.082 -0.016 -0.041 -0.63
C 0.9746 3.1605 -6.4231 0.024 -0.019 -0.016 -0.57
C 2.8815 0.6832 -1.4013 0.154 0.069 -0.014 0.66
C -3.1274 -3.8770 0.2022 0.029 0.032 0.027 -0.70
C 1.0132 4.4920 1.8216 -0.111 0.133 -0.032 0.95
C -3.2688 4.5336 3.7688 -0.006 -0.024 0.016 -0.62
C -2.6584 2.5758 5.0193 0.026 -0.001 -0.001 -0.66
C -6.0999 0.1532 2.7514 0.049 0.022 -0.016 -0.63
C 0.3176 1.2248 -5.1257 -0.032 0.071 -0.070 0.72
C 0.4969 5.5674 1.0985 0.010 -0.023 -0.042 -0.32
C -4.0691 0.6095 1.5473 -0.033 0.010 0.004 -0.03
C -0.4447 -3.9014 -4.0646 -0.058 0.015 0.042 -0.83
C 1.2155 6.7440 0.9774 0.048 0.004 0.020 -0.83
C -0.2989 -2.6124 -3.5632 -0.013 -0.001 -0.119 0.02
C 3.2860 -0.9610 -3.0558 0.015 -0.039 -0.060 -0.01
C 4.5153 -2.6420 0.6068 0.047 -0.040 -0.050 -1.36
C 1.1075 0.4285 -5.9512 0.054 0.028 0.039 -0.34
C -1.3158 -1.1059 2.9882 -0.027 -0.253 0.026 -0.70
C 0.3187 -4.7010 1.4158 -0.024 -0.077 0.018 -1.50
C 1.8219 0.9917 -7.0012 0.005 -0.022 0.008 -0.69
C -3.5987 -5.8361 -1.0911 -0.003 0.022 0.008 -0.79
C -1.3134 3.2666 3.1469 -0.060 0.042 0.047 0.65
C -3.2363 -3.0702 -0.9309 -0.060 0.038 0.074 0.72
C 0.2720 2.5976 -5.3672 0.000 -0.016 -0.020 -0.64
C -2.1897 4.3312 2.9278 0.044 0.028 0.013 -0.26
C -1.8720 -3.0675 -5.8049 0.001 0.025 -0.023 -0.64
C -3.2961 -5.2527 0.1329 0.012 0.020 -0.033 -0.87
C -1.7218 -1.7809 -5.3081 0.007 0.022 -0.004 -0.87
C -0.9392 -1.5381 -4.1785 -0.044 -0.114 -0.017 1.02
C -2.6115 1.2056 -3.9159 -0.047 -0.032 0.014 -1.09
C 4.3666 0.1009 -3.1822 0.028 -0.021 0.027 0.38
C -0.7196 -2.4233 2.4929 0.026 0.074 -0.009 0.45
C -4.2255 -0.5652 0.8114 0.056 0.117 0.109 0.71
C -6.2576 -1.0211 2.0306 0.013 -0.030 -0.010 -0.67
C -1.2316 -4.1307 -5.1800 -0.036 -0.044 0.006 -0.59
C -1.0761 -6.2053 2.9199 -0.204 -0.278 -0.372 0.52
C 2.2724 4.6064 2.3948 0.004 0.013 0.089 -0.52
C -3.7213 -5.0447 -2.2254 0.036 -0.021 -0.016 -0.53
C -1.0917 -3.6476 3.0209 -0.001 -0.029 0.010 -0.86
C 4.7172 0.1730 1.5985 0.065 -0.022 -0.042 -1.24
C 1.7520 2.3552 -7.2444 -0.012 0.019 0.013 -0.43
C -3.6450 1.1973 -2.7902 0.007 -0.002 0.078 -0.43
C 4.0620 1.1680 -2.1385 0.049 0.000 -0.004 -0.06
C -0.5918 -4.8189 2.4615 0.089 0.180 0.139 0.36
C 2.9974 5.7837 2.2636 -0.004 -0.037 -0.002 -0.71
C 0.6438 -3.4491 0.9371 0.059 0.065 -0.044 -0.37
C -4.0205 -0.2046 -2.2942 0.024 -0.037 -0.070 -1.14
C 2.4713 6.8541 1.5608 -0.039 0.012 -0.010 -0.40
C 3.2702 -1.9359 3.1814 0.068 -0.015 0.042 -1.27
C 2.4801 -0.5766 -1.8977 0.045 0.034 -0.106 0.00
C -3.5318 -3.6698 -2.1508 0.046 -0.007 -0.041 -0.60
H -3.2942 1.8165 -1.9549 0.003 -0.022 -0.017 -0.04
H -2.9859 0.6357 -4.7692 0.001 0.051 -0.009 0.42
H -3.9405 5.3638 3.5899 -0.010 0.008 0.002 0.37
H 5.0097 0.2320 2.6468 0.029 0.024 -0.003 0.42
H -4.5539 1.6889 -3.1561 -0.011 0.014 -0.004 0.51
H 1.1978 -0.6339 -5.7596 -0.023 -0.050 0.004 0.36
H 0.7332 -5.5996 0.9810 0.018 -0.013 -0.015 0.48
H 0.8063 7.5659 0.4042 -0.005 0.012 -0.007 0.39
H -3.7256 -6.9092 -1.1605 0.000 -0.020 -0.006 0.39
H 2.7198 -2.8770 3.1690 -0.004 -0.009 -0.002 0.28
H 2.3187 2.7930 -8.0567 0.005 0.005 -0.015 0.36
H -0.4506 5.4663 0.5856 -0.015 -0.032 0.002 0.23
H -5.4587 -2.3046 0.5162 0.028 -0.003 -0.006 0.43
H 5.5909 -0.0485 0.9848 0.006 0.035 0.016 0.43
H -2.2049 -0.9579 -5.8235 -0.008 -0.032 -0.007 0.30
H 0.9326 4.2298 -6.5915 -0.006 0.011 -0.004 0.37
H -4.3629 3.7970 5.4639 -0.010 0.000 0.014 0.34
H -0.9383 1.5075 4.3145 0.004 -0.001 0.040 0.04
H 0.0540 -4.7255 -3.5715 0.032 -0.008 0.005 0.48
H -2.8611 1.8556 5.7999 0.012 -0.035 0.013 0.43
H 2.6969 3.7636 2.9235 -0.009 -0.003 -0.008 0.31
H -7.0997 -1.6729 2.2282 -0.020 -0.013 0.006 0.37
H -3.9379 -5.4991 -3.1850 -0.013 -0.012 -0.015 0.39
H -4.0268 -0.9156 -3.1247 0.004 0.018 0.006 0.44
H 3.9676 -3.5838 0.5983 0.011 -0.003 -0.001 0.34
H -5.0149 -0.2049 -1.8461 -0.034 -0.005 -0.061 0.64
H 1.3180 -3.3029 0.0978 -0.010 -0.014 -0.015 0.34
H 0.3491 -2.4351 -2.7166 0.010 -0.013 0.095 0.00
H -6.8180 0.4222 3.5167 -0.021 0.001 0.008 0.38
H -2.0461 4.9905 2.0825 0.032 0.027 -0.007 0.20
H 2.4512 0.3611 -7.6163 0.006 -0.012 -0.015 0.37
H -2.8944 -3.4390 1.1668 -0.020 0.010 -0.037 0.82
H 3.0445 7.7654 1.4480 0.011 0.018 0.000 0.37
H 2.7225 -1.2308 3.8077 0.024 0.007 -0.015 0.29
H 4.2680 -2.0982 3.5940 -0.039 -0.016 0.026 0.44
H 4.7798 -2.3783 -0.4169 0.002 -0.011 0.004 0.32
H -1.8096 -3.6885 3.8273 -0.007 0.002 0.016 0.57
H -3.1934 1.2292 1.4024 -0.020 0.010 -0.030 0.04
H -4.8542 1.8751 3.0829 -0.007 -0.001 -0.018 0.32
H -2.4261 2.2243 -4.2634 -0.040 0.032 0.011 0.56
H 4.2843 1.1180 1.2757 -0.007 0.004 0.004 0.25
H 3.9867 5.8500 2.6963 0.023 0.005 0.017 0.39
H -3.5881 -3.0847 -3.0627 0.007 0.020 0.013 0.12
H 5.4182 -2.7447 1.2114 -0.004 -0.044 -0.044 0.43
H -3.1655 -5.8462 1.0312 -0.049 -0.023 0.018 0.46
H -2.4796 -3.2403 -6.6858 -0.005 0.007 0.000 0.37
H -0.3044 3.2486 -4.7176 -0.013 -0.006 0.017 0.33
H -1.3487 -5.1368 -5.5644 -0.003 -0.005 -0.008 0.36

What did the first record say?
15
Properties=species:S:1:pos:R:3:forces:R:3:mulliken_charge:R:1 method="wB97M-V/def2-TZVPD" de_lowest_ev=3.817 homo_energy_ev=-8.3937 e_lumo_ev=1.1
N 2.2172 -0.2436 -0.7244 0.972 -0.694 1.799 -0.68
N 0.8128 -0.1545 -0.6270 2.005 0.542 0.245 0.12
N -1.7868 0.2269 -0.6845 1.182 -0.516 1.035 -0.33
N -0.9894 1.2778 -0.0889 0.438 -0.662 0.482 -0.54
C 0.2508 0.9370 0.0365 -1.074 1.381 -0.673 0.11
C -2.0310 -0.8009 0.3653 -2.697 -0.144 -0.803 -0.74
C 2.9413 -0.0186 0.3371 -4.412 0.799 -1.029 -0.25
H 0.4670 -0.3884 -1.5545 -0.629 0.337 0.515 0.31
H 0.8980 1.6688 0.6171 -0.665 -1.219 -0.988 0.37
H -2.3701 -0.4218 1.3764 0.727 -0.008 -1.045 0.26
H 3.9542 -0.2773 0.3097 1.344 0.075 -0.039 0.31
H -2.9364 -1.4225 -0.0061 1.639 0.707 0.489 0.30
H -2.6628 0.5900 -0.9824 -0.504 0.799 0.043 0.30
H 2.3897 0.4343 1.2145 1.261 -0.831 -0.455 0.19
H -1.1546 -1.4072 0.4112 0.413 -0.568 0.422 0.29